Arrangement a

Density functional theory data (ωB97M-V with the def2-TZVPD basis set) for an isolated molecule of C5H11P.

Values from the calculation:
highest occupied orbital energy	-7.34	eV
SMILES	C[PH2]=C1C[C@H]1C
total charge	0

Element x y z (Å)
C -2.3232 -1.2323 -0.9230
P -0.6553 -0.0157 -1.0619
C 0.6370 1.1655 -0.6934
C 0.5102 2.0076 0.5525
C 1.6449 1.0165 0.4176
C 1.9189 -0.1488 1.2931
H -2.0897 -2.2317 -0.9199
H -2.8318 -1.1396 -1.7849
H -2.8373 -1.0000 0.0715
H 0.0174 -0.9011 -1.8421
H -1.3273 0.7047 -2.1549
H -0.4147 1.8008 1.1442
H 0.8168 2.9930 0.6206
H 2.6154 1.5822 0.2468
H 1.4918 0.0794 2.2785
H 2.9798 -0.2168 1.4292
H 1.7256 -1.1432 0.9193

Arrangement b

Density functional theory data (ωB97M-V with the def2-TZVPD basis set) for an isolated molecule of C5H11P.

Values from the calculation:
highest occupied orbital energy (alpha / beta)	-7.87 / -8.01	eV
total charge	0

Element x y z (Å)
C -1.4280 0.5588 0.1783
C -0.4602 -0.0833 -0.9135
C -0.8910 1.8654 0.4951
C 0.8913 -0.6734 -0.3640
C 0.6987 -1.5412 0.8990
P 1.9684 0.8815 -0.0253
H -2.2715 0.4977 -0.4476
H -1.4433 -0.2152 0.8879
H -1.1010 -0.8526 -1.4604
H -0.3181 0.8837 -1.5522
H -0.6790 2.4528 -0.2866
H -0.5558 2.0151 1.5232
H 1.4458 -1.3488 -1.2136
H 0.8690 -1.0967 1.9189
H 1.3339 -2.3130 0.7847
H -0.2915 -2.0437 0.8838
H 2.2325 1.0128 -1.3078

Arrangement c

Density functional theory data (ωB97M-V with the def2-TZVPD basis set) for an isolated molecule of C5H11P.

Values from the calculation:
highest occupied orbital energy (alpha / beta)	-7.46 / -7.46	eV
SMILES	C[PH2]=C1C[C@H]1C
total charge	0

Element x y z (Å)
C -1.2950 0.8706 2.1734
P -1.1777 0.4522 0.2155
C -0.4215 0.1012 -1.4613
C 0.8921 0.6931 -1.9062
C 0.8639 -0.7400 -1.3977
C 1.3967 -1.1743 -0.0070
H -1.0177 -0.0778 2.7186
H -2.3604 1.0659 2.5396
H -0.8127 1.7210 2.4292
H -1.6612 -0.7945 0.3884
H -2.2889 1.0437 -0.0570
H 1.2795 1.3691 -1.3221
H 1.0040 0.7353 -3.0618
H 0.9326 -1.5654 -2.2480
H 1.9222 -2.1268 -0.0696
H 0.6297 -1.1774 0.7111
H 2.1145 -0.3958 0.3550

Of them, the most stable is arrangement b and the least stable is arrangement c.

Arrangement a

Density functional theory data (ωB97M-V with the def2-TZVPD basis set) for a structure of composition H6NO3SSi2.

Values from the calculation:
highest occupied orbital energy	-5.51	eV
total charge	-1

Element x y z (Å)
N -0.1549 1.2378 -0.2648
O -1.3218 -0.2563 -1.9369
O -2.3493 0.2732 0.2134
O -0.4884 -1.3623 0.1346
Si 1.1738 1.3425 -1.2209
Si -0.4078 -1.2547 1.6972
S -1.1668 0.1208 -0.5652
H 1.7278 2.6817 -1.1343
H 1.3325 0.5351 -2.4782
H 2.4189 0.6256 -0.6909
H 0.8083 -2.1665 1.9878
H -1.5368 -1.8501 2.3290
H -0.0355 0.0732 1.9290

Arrangement b

Density functional theory data (ωB97M-V with the def2-TZVPD basis set) for a cluster of 2 separate species, H6NO3SSi2 in total.

Values from the calculation:
highest occupied orbital energy (alpha / beta)	-4.49 / -4.49	eV
total charge	-1

Element x y z (Å)
N 0.0570 -0.2329 -0.7245
O 3.5379 0.0072 -1.1428
O 2.8840 -1.3801 0.7279
O 2.7946 1.0321 0.9411
Si 0.1733 1.4241 -1.0506
Si -0.1338 -1.2086 0.6521
S 2.9113 -0.1165 0.0976
H 0.5384 2.4311 -0.0539
H -1.3111 1.7582 -1.4063
H 1.3024 1.4763 -2.0778
H 0.9456 -0.9077 1.7485
H 0.3443 -2.5782 0.5795
H -1.4334 -1.3750 1.2337

Of them, the most stable is arrangement a and the least stable is arrangement b.

Arrangement a

Density functional theory data (ωB97M-V with the def2-TZVPD basis set) for an isolated molecule of C19H23NO3.

Values from the calculation:
highest occupied orbital energy	-8.91	eV
SMILES	CC(C)OCCCNC(=O)c1ccccc1Oc1ccccc1
total charge	0

Element x y z (Å)
C -3.8445 -0.1286 0.7989
C -3.1180 -0.4746 -0.5031
C -4.0962 -0.5429 -1.6711
O -2.4720 -1.7336 -0.4437
C -1.3494 -1.7974 0.4039
C -0.4915 -2.9885 -0.0185
C 0.7234 -3.1896 0.8925
N 1.5922 -2.0351 0.9107
C 2.5650 -1.8661 -0.0123
O 2.9090 -2.7453 -0.7805
C 3.2415 -0.5287 -0.0196
C 4.5264 -0.4854 -0.5570
C 5.2176 0.7023 -0.6844
C 4.6199 1.8874 -0.2863
C 3.3427 1.8730 0.2393
C 2.6506 0.6746 0.3816
O 1.4035 0.6738 0.9733
C 0.4424 1.5531 0.5337
C 0.3894 2.0221 -0.7730
C -0.6568 2.8400 -1.1601
C -1.6481 3.1893 -0.2590
C -1.5936 2.7150 1.0413
C -0.5536 1.8985 1.4418
H -4.3937 0.8005 0.6747
H -3.1381 -0.0038 1.6158
H -4.5419 -0.9233 1.0530
H -2.3620 0.3066 -0.7029
H -4.5803 0.4192 -1.8117
H -3.5658 -0.8135 -2.5795
H -4.8496 -1.3002 -1.4734
H -1.6614 -1.9164 1.4541
H -0.7744 -0.8635 0.3201
H -0.1510 -2.8317 -1.0427
H -1.1098 -3.8860 -0.0025
H 1.3133 -4.0302 0.5199
H 0.4029 -3.3960 1.9169
H 1.2956 -1.2381 1.4511
H 4.9583 -1.4198 -0.8824
H 6.2141 0.7085 -1.0982
H 5.1454 2.8254 -0.3837
H 2.8644 2.7908 0.5508
H 1.1561 1.7367 -1.4785
H -0.6984 3.1984 -2.1776
H -2.4624 3.8256 -0.5700
H -2.3642 2.9814 1.7488
H -0.4974 1.5163 2.4496

Arrangement b

Density functional theory data (ωB97M-V with the def2-TZVPD basis set) for an isolated molecule of C19H23NO3.

Values from the calculation:
highest occupied orbital energy	-8.03	eV
SMILES	Cc1ccc(-c2ccc(CCC(=O)O)n2C[C@H]2CCCO2)cc1
total charge	0

Element x y z (Å)
C 5.5386 0.8086 -2.0985
C 4.1820 0.9464 -1.4779
C 3.9157 0.4115 -0.2235
C 2.6717 0.5524 0.3610
C 1.6499 1.2293 -0.3015
C 0.3281 1.4081 0.2958
C -0.3465 2.5837 0.5128
C -1.5691 2.2592 1.1291
C -1.6186 0.8883 1.2606
C -2.6966 0.0100 1.8129
C -3.7178 0.7487 2.6865
C -3.1792 1.0778 4.0709
O -3.7588 0.7915 5.0809
O -2.0030 1.7123 4.1069
N -0.4489 0.3777 0.7674
C -0.1829 -1.0098 0.5024
C -0.6693 -1.4217 -0.8932
C -0.1905 -2.8307 -1.3118
C -1.4612 -3.5170 -1.8332
C -2.4533 -2.3533 -1.9384
O -2.0845 -1.4583 -0.9152
C 1.9222 1.7826 -1.5503
C 3.1689 1.6411 -2.1276
H 5.4705 0.8033 -3.1840
H 6.1684 1.6494 -1.8053
H 6.0259 -0.1064 -1.7694
H 4.6967 -0.1155 0.3065
H 2.5015 0.1606 1.3544
H 0.0092 3.5672 0.2789
H -2.3272 2.9680 1.4031
H -2.2518 -0.7929 2.4098
H -3.2177 -0.4640 0.9760
H -4.0342 1.6737 2.2006
H -4.6014 0.1253 2.8272
H -1.6449 1.8741 3.2114
H -0.6819 -1.6318 1.2477
H 0.8938 -1.1820 0.5494
H -0.3156 -0.6739 -1.6223
H 0.5778 -2.7591 -2.0791
H 0.2256 -3.3653 -0.4592
H -1.8238 -4.2504 -1.1141
H -1.3115 -4.0102 -2.7904
H -2.3670 -1.8616 -2.9187
H -3.4909 -2.6416 -1.7711
H 1.1416 2.3208 -2.0679
H 3.3599 2.0740 -3.0994

Arrangement c

Density functional theory data (ωB97M-V with the def2-TZVPD basis set) for an isolated molecule of C19H23NO3.

Values from the calculation:
highest occupied orbital energy	-7.93	eV
SMILES	CC(C)(C)N(CC(=O)c1cc(O)cc(O)c1)Cc1ccccc1
total charge	0

Element x y z (Å)
C -1.3530 3.4604 -1.2758
C -0.8121 3.0242 0.0767
C -1.8791 3.2596 1.1296
C 0.4577 3.6862 0.4856
N -0.5736 1.5501 0.0902
C -1.3750 0.5380 -0.7819
C -2.0262 -0.6845 -0.0869
O -3.1243 -0.4820 0.4167
C -1.5167 -2.0050 -0.1267
C -0.3977 -2.2307 -0.9279
C 0.2119 -3.4904 -0.8977
O 1.3474 -3.7131 -1.5786
C -0.3598 -4.4826 -0.1063
C -1.4511 -4.2547 0.7483
O -1.9588 -5.2271 1.6259
C -2.0542 -2.9957 0.6369
C 0.2007 0.9002 1.1088
C 1.4104 0.2308 0.5240
C 2.3242 -0.3849 1.3429
C 3.4655 -0.8984 0.7734
C 3.6968 -0.8489 -0.6021
C 2.9511 -0.0351 -1.4269
C 1.7844 0.4647 -0.8702
H -0.8747 3.1553 -2.2185
H -1.3066 4.5385 -1.2981
H -2.3712 3.0835 -1.3727
H -2.8949 2.7729 0.8656
H -1.5706 2.8736 2.1337
H -1.9787 4.3268 1.2934
H 0.6622 3.4664 1.5156
H 0.1870 4.7207 0.4335
H 1.3539 3.3110 -0.1009
H -2.3045 1.0023 -1.2073
H -0.6952 0.2325 -1.6053
H 0.0665 -1.5933 -1.5776
H 1.8939 -2.9411 -1.5969
H 0.1084 -5.4709 -0.1630
H -1.7426 -6.0756 1.1971
H -2.8492 -2.8215 1.2701
H 0.4942 1.5782 1.9120
H -0.3881 0.1940 1.6197
H 2.1497 -0.3846 2.3322
H 4.1487 -1.4728 1.3675
H 4.5689 -1.2974 -1.0889
H 3.1421 0.2452 -2.4844
H 1.2322 1.1752 -1.5045

Of them, the most stable is arrangement b and the least stable is arrangement c.

Arrangement a

Density functional theory data (ωB97M-V with the def2-TZVPD basis set) for an isolated molecule of C3H5N3.

Values from the calculation:
highest occupied orbital energy	-8.36	eV
total charge	0

Element x y z (Å)
C 0.5421 -1.5376 0.0310
N 0.0917 -0.1505 -0.0475
C -0.7791 0.4919 0.7795
C -0.9269 1.8192 0.3819
N -0.0859 1.7957 -0.6904
N 0.5466 0.6413 -0.9864
H 0.1884 -2.0937 -0.8416
H 1.6334 -1.5550 0.0692
H 0.1329 -1.9820 0.9444
H -1.2778 -0.0289 1.5810
H -0.0282 2.5484 -1.3548

Arrangement b

Density functional theory data (ωB97M-V with the def2-TZVPD basis set) for a structure of composition C3H5N3.

Values from the calculation:
highest occupied orbital energy	-8.53	eV
total charge	0

Element x y z (Å)
N -1.8241 -0.1993 -0.1283
C -0.5882 0.1203 0.2042
C 0.3099 -0.9220 -0.2279
C 1.5586 -0.1673 -0.3264
N 1.4609 1.0517 0.1101
N 0.1279 1.2121 0.5322
H -2.6403 0.2283 0.2985
H -1.0451 -1.1458 -0.7451
H 0.3243 -1.8252 0.3858
H 2.5290 -0.5133 -0.6632
H -0.2129 2.1604 0.5602

Of them, the most stable is arrangement a and the least stable is arrangement b.

Arrangement a

Density functional theory data (ωB97M-V with the def2-TZVPD basis set) for an isolated molecule of C3H5N3.

Values from the calculation:
highest occupied orbital energy (alpha / beta)	-7.89 / -7.89	eV
total charge	0

Element x y z (Å)
C 1.0405 0.6077 -1.2874
C 0.0380 -0.2532 -0.6718
N 0.6128 -0.0783 1.7563
N -0.5921 -0.0432 1.8139
N -1.5477 -0.2143 0.8189
C -0.9775 -0.9310 -0.2685
H 2.0552 0.2309 -1.0958
H 0.8742 0.7784 -2.3647
H 0.9656 1.5898 -0.7968
H -1.1318 0.2045 2.6644
H -1.3627 -1.9004 -0.5606

Arrangement b

Density functional theory data (ωB97M-V with the def2-TZVPD basis set) for an isolated molecule of C3H5N3.

Values from the calculation:
highest occupied orbital energy	-8.51	eV
SMILES	Nc1ccn[nH]1
total charge	0

Element x y z (Å)
N 0.7450 -0.2330 1.6606
C 0.1498 -0.1126 0.4145
C -0.1714 1.1262 -0.1793
C -0.9694 0.6690 -1.3061
N -1.0247 -0.6325 -1.4224
N -0.2793 -1.1097 -0.3819
H 0.5532 0.5966 2.2120
H 1.7107 -0.5161 1.7426
H 0.9387 1.0437 -0.3863
H -1.5696 1.2640 -1.9921
H -0.0830 -2.0956 -0.3614

Of them, the most stable is arrangement b and the least stable is arrangement a.

Arrangement a

Density functional theory data (ωB97M-V with the def2-TZVPD basis set) for a cluster of 2 separate species, C10H16 in total.

Values from the calculation:
highest occupied orbital energy	-9.00	eV
SMILES	CCc1ccccc1.CC
total charge	0

Element x y z (Å)
C 0.7516 2.3160 -1.1166
C 0.0607 1.2796 -0.2548
C 0.5252 -0.1311 -0.5327
C 1.0966 -0.9841 0.4033
C 1.3984 -2.3352 0.1783
C 1.2844 -2.8155 -1.1124
C 0.8137 -1.9388 -2.0960
C 0.4369 -0.6395 -1.8553
H 1.7872 2.4041 -0.7899
H 0.2453 3.2822 -1.0101
H 0.7558 2.2103 -2.2011
H 0.1432 1.5231 0.8017
H -1.0236 1.3230 -0.4085
H 1.0055 -0.6290 1.4304
H 1.6680 -2.9045 1.0555
H 1.5294 -3.8394 -1.3550
H 0.6257 -2.3263 -3.0934
H 0.2204 0.0797 -2.6309
C -2.8298 1.0352 2.8114
C -2.2102 2.3489 2.2854
H -3.9036 1.1406 2.6098
H -2.5035 0.1716 2.2439
H -2.8081 0.8880 3.8874
H -1.2036 2.5084 2.6738
H -2.7671 3.2242 2.6120
H -2.1523 2.2279 1.2108

Arrangement b

Density functional theory data (ωB97M-V with the def2-TZVPD basis set) for a cluster of 2 separate species, C10H16 in total.

Values from the calculation:
highest occupied orbital energy	-8.94	eV
SMILES	Cc1ccccc1.CCC
total charge	0

Element x y z (Å)
C 1.1364 1.5576 2.9297
C 0.2560 0.5428 2.2001
C -0.7826 1.0291 1.4421
C -1.7561 0.1725 0.8888
C -1.4927 -1.1960 0.8914
C -0.5135 -1.6782 1.7642
C 0.3709 -0.8197 2.3855
H 1.7610 1.0504 3.6894
H 0.5337 2.3845 3.2759
H 1.8506 2.1017 2.3084
H -0.7934 2.0262 1.0046
H -2.5915 0.5496 0.3063
H -2.1987 -1.7837 0.3426
H -0.4045 -2.7050 2.1272
H 1.1022 -1.2498 3.0634
C -0.2031 -1.3444 -2.4813
C 0.1833 0.0302 -1.9819
C 0.9733 0.8458 -3.0390
H 0.7063 -1.8999 -2.7831
H -0.9472 -1.9347 -1.9454
H -0.6626 -1.2761 -3.4731
H -0.7929 0.5529 -1.8295
H 0.6853 0.0811 -1.0177
H 1.7839 1.3874 -2.5898
H 1.4653 0.1833 -3.7672
H 0.3306 1.3922 -3.7114

Of them, the most stable is arrangement a and the least stable is arrangement b.